Formula: C3H11NO2PS2
Source: the OMol25 dataset
Level of theory: ωB97M-V with the def2-TZVPD basis set

The calculation puts the total energy at -1463.41174 Eh. The LUMO energy is -5.44 eV. As for the HOMO energy: -13.638 eV. As for the total charge: +1. The HOMO-LUMO gap is 8.2 eV.

Last columns: bonded neighbours and bond lengths (Å).
Positions of all 20 atoms, in Å:
1 H 2.6220 -1.8644 0.7064  C19 1.194
2 N -4.3286 -0.2685 -0.3666  H7 1.047, P18 1.629
3 H -2.3075 -1.3066 0.8531  P18 1.460
4 O -0.0955 0.9668 0.4837  S8 1.705, C17 1.471
5 H -3.3876 0.5559 1.8196  P18 1.472
6 H 2.1163 -1.5201 -1.1514  C19 1.194
7 H -4.3881 -1.3025 -0.5163  N2 1.047
8 S -1.4859 1.1545 -0.4846  O4 1.705, S12 2.122, P18 2.187
9 C 2.3477 0.3890 0.2449  H11 1.194, O13 1.500, C17 1.672, C19 1.640
10 H -0.7194 -1.0844 -2.2419  S12 1.404
11 H 3.3458 0.7250 -0.3177  C9 1.194
12 S -1.2936 0.1912 -2.3660  S8 2.122, H10 1.404
13 O 2.4770 0.5389 1.7319  C9 1.500, H20 1.022
14 H 0.8399 -1.4611 0.2341  C19 1.182
15 H 1.0382 1.5647 -1.3484  C17 1.173
16 H 1.4234 2.5129 0.2551  C17 1.194
17 C 1.1249 1.4443 -0.1851  O4 1.471, C9 1.672, H15 1.173, H16 1.194
18 P -2.9918 -0.0553 0.5402  N2 1.629, H3 1.460, H5 1.472, S8 2.187
19 C 1.9609 -1.1827 -0.0169  H1 1.194, H6 1.194, C9 1.640, H14 1.182
20 H 1.7016 0.0025 2.1260  O13 1.022